Record 1
# C58H43Cl4N2O7S4W

A molecular structure, C58H43Cl4N2O7S4W in a non-equilibrium geometry (ωB97M-V/def2-TZVPD, the Open Molecules 2025 dataset).

Last column: Mulliken charge in e.
Cartesian coordinates (Å):
W (-0.727, -2.529, -0.801)  1.699
Cl (-1.363, -4.050, -7.456)  -0.160
C (-0.721, -3.768, -5.890)  0.262
C (0.667, -3.742, -5.707)  0.525
Cl (1.719, -3.993, -7.039)  -0.173
C (1.202, -3.478, -4.449)  0.090
Cl (2.900, -3.413, -4.181)  -0.134
C (0.340, -3.225, -3.393)  -0.569
O (0.693, -2.813, -2.180)  -0.391
C (-1.054, -3.296, -3.559)  0.269
O (-1.737, -3.020, -2.449)  -0.742
C (-1.585, -3.552, -4.817)  0.430
Cl (-3.287, -3.576, -5.017)  -0.185
C (-2.412, 5.355, 6.993)  -1.489
C (-1.933, 4.512, 5.847)  0.976
C (-2.656, 4.430, 4.659)  -1.048
C (-2.241, 3.595, 3.636)  -0.500
C (-1.089, 2.848, 3.808)  -0.001
C (-0.326, 2.934, 4.965)  -0.442
C (-0.760, 3.770, 5.980)  -0.796
S (-0.498, 1.710, 2.564)  1.037
O (-1.708, 0.961, 2.041)  -0.785
C (-0.012, 2.943, 1.333)  1.603
C (1.293, 3.415, 1.597)  -1.280
C (1.864, 4.345, 0.780)  -1.264
C (1.199, 4.780, -0.390)  0.835
C (1.789, 5.703, -1.283)  -0.951
C (1.174, 6.037, -2.456)  -0.734
C (-0.057, 5.448, -2.798)  -0.967
C (-0.678, 4.591, -1.933)  -0.693
C (-0.083, 4.255, -0.692)  1.042
C (-0.723, 3.369, 0.237)  -0.412
C (-2.134, 2.996, -0.046)  -0.444
C (-3.151, 3.982, 0.101)  1.061
C (-2.886, 5.253, 0.666)  -0.509
C (-3.860, 6.210, 0.712)  -0.993
C (-5.146, 5.944, 0.207)  -0.722
C (-5.448, 4.707, -0.286)  -1.096
C (-4.468, 3.689, -0.340)  0.722
C (-4.774, 2.404, -0.834)  -0.977
C (-3.806, 1.453, -0.952)  -0.364
C (-2.480, 1.771, -0.606)  -0.197
S (-1.189, 0.546, -0.815)  1.807
O (-1.969, -0.815, -0.851)  -0.709
C (-0.795, 0.681, -2.561)  0.311
C (0.411, 0.086, -2.916)  -0.630
C (0.764, -0.007, -4.250)  -0.556
C (-0.080, 0.488, -5.244)  0.855
C (0.284, 0.328, -6.689)  -1.450
C (-1.253, 1.134, -4.862)  -1.190
C (-1.618, 1.235, -3.529)  -0.613
H (-3.197, 6.042, 6.685)  0.363
H (-1.591, 5.926, 7.425)  0.384
H (-2.807, 4.710, 7.779)  0.307
H (-3.556, 5.016, 4.524)  0.367
H (-2.801, 3.504, 2.713)  0.669
H (0.605, 2.386, 5.043)  0.591
H (-0.181, 3.841, 6.892)  0.414
H (1.806, 3.047, 2.481)  0.460
H (2.845, 4.741, 1.010)  0.445
H (2.744, 6.135, -1.015)  0.480
H (1.629, 6.752, -3.127)  0.415
H (-0.519, 5.680, -3.748)  0.486
H (-1.627, 4.150, -2.205)  0.347
H (-1.897, 5.458, 1.054)  0.652
H (-3.642, 7.184, 1.128)  0.493
H (-5.895, 6.724, 0.211)  0.432
H (-6.443, 4.483, -0.648)  0.471
H (-5.791, 2.186, -1.132)  0.444
H (-4.020, 0.462, -1.331)  0.660
H (1.108, -0.237, -2.151)  0.495
H (1.709, -0.457, -4.526)  0.538
H (1.338, 0.551, -6.853)  0.367
H (-0.323, 0.971, -7.323)  0.416
H (0.116, -0.706, -6.998)  0.226
H (-1.896, 1.558, -5.621)  0.428
H (-2.526, 1.752, -3.247)  0.362
N (0.260, -4.186, 0.054)  -0.357
S (1.900, -4.068, 0.003)  1.224
C (2.483, -5.462, -0.970)  0.721
C (1.606, -6.224, -1.719)  -0.288
C (2.113, -7.242, -2.513)  -0.880
C (3.481, -7.465, -2.568)  -0.497
C (4.351, -6.666, -1.837)  -0.805
C (3.856, -5.654, -1.033)  -0.538
C (2.483, -4.549, 1.635)  0.946
C (1.808, -5.476, 2.415)  -0.744
C (2.253, -5.714, 3.705)  -0.808
C (3.348, -5.023, 4.209)  -0.690
C (4.026, -4.112, 3.414)  -0.668
C (3.598, -3.877, 2.115)  -0.385
H (-0.071, -5.088, 0.374)  0.316
H (0.544, -6.014, -1.700)  0.267
H (1.440, -7.848, -3.104)  0.449
H (3.876, -8.250, -3.198)  0.424
H (5.418, -6.829, -1.898)  0.442
H (4.525, -5.004, -0.485)  0.465
H (0.955, -6.021, 2.030)  0.320
H (1.735, -6.443, 4.313)  0.441
H (3.679, -5.201, 5.222)  0.451
H (4.863, -3.549, 3.802)  0.434
H (4.128, -3.157, 1.505)  0.530
N (-1.523, -2.294, 1.412)  -0.553
C (-0.226, -2.063, 2.020)  0.954
C (0.058, -2.284, 3.352)  -1.019
C (1.315, -1.947, 3.850)  -1.094
C (2.271, -1.416, 3.011)  0.935
C (1.997, -1.201, 1.668)  -1.844
C (0.753, -1.525, 1.177)  0.446
S (3.778, -0.537, 3.540)  1.250
O (4.088, -1.016, 4.864)  -0.704
O (4.733, -0.856, 2.498)  -0.700
O (3.242, 0.821, 3.466)  -0.500
H (-1.968, -1.362, 1.407)  0.162
H (-2.097, -2.904, 1.987)  0.379
H (-0.697, -2.692, 4.011)  0.559
H (1.557, -2.093, 4.895)  0.624
H (2.781, -0.759, 1.066)  0.909
H (0.500, -1.243, 0.127)  -0.641

Calculated values
**Multiplicity**: 3
**E_HOMO (spin up / spin down)**: -10.49 / -10.49 eV
**Strongest force on any atom**: 0.041 hartree/bohr
**LUMO level (spin up / spin down)**: -4.1 / -4.1 eV
**Charge**: +1
**HOMO-LUMO gap (spin up / spin down)**: 6.37 / 6.38 eV
**<S²>**: 2.020
**DFT total energy**: -6372.5801 a.u.

Record 2
# C29H50N3O17PS

6 unconnected molecules or ions with the total composition C29H50N3O17PS in a non-equilibrium geometry (ωB97M-V/def2-TZVPD, the Open Molecules 2025 dataset).

Last column: Mulliken charge in e.
Cartesian coordinates (Å):
C (3.929, 0.115, 2.096)  -1.301
C (2.737, -0.787, 2.096)  0.870
C (2.910, -2.170, 1.844)  -0.554
N (1.953, -3.046, 1.830)  -0.637
C (0.716, -2.516, 2.079)  0.161
C (-0.389, -3.378, 2.116)  -1.019
C (-1.640, -2.902, 2.360)  -0.780
C (-1.886, -1.526, 2.579)  0.209
P (-3.633, -1.101, 2.871)  1.187
N (-4.535, -2.000, 1.980)  -0.757
O (-3.983, 0.440, 2.608)  -0.484
O (-3.985, -1.271, 4.419)  -0.497
C (-0.807, -0.665, 2.561)  0.731
S (-0.971, 1.093, 2.868)  -0.056
C (0.512, -1.152, 2.307)  0.001
N (1.560, -0.274, 2.313)  -0.478
H (4.512, -0.068, 2.996)  0.315
H (4.522, 0.016, 1.194)  0.339
H (3.567, 1.135, 2.142)  0.353
H (3.916, -2.527, 1.669)  0.426
H (-0.223, -4.429, 1.955)  0.482
H (-2.474, -3.584, 2.399)  0.573
H (-3.992, -2.630, 1.406)  0.216
H (-3.542, 0.695, 1.788)  0.289
H (-4.330, -0.428, 4.748)  0.234
H (-1.123, 1.057, 4.200)  0.190
C (2.360, -2.333, -1.597)  -0.466
C (2.906, -3.625, -2.165)  -0.506
O (3.171, -3.522, -3.572)  -0.398
C (4.268, -2.850, -3.896)  0.787
O (5.045, -2.348, -3.121)  -0.567
O (4.355, -2.814, -5.225)  -0.355
C (5.454, -2.055, -5.731)  -0.551
H (1.479, -2.014, -2.154)  0.296
H (2.091, -2.468, -0.557)  -0.103
H (3.095, -1.530, -1.664)  0.356
H (2.167, -4.417, -2.065)  0.353
H (3.806, -3.947, -1.641)  0.355
H (6.394, -2.398, -5.307)  0.203
H (5.310, -0.996, -5.520)  0.295
H (5.468, -2.209, -6.806)  0.259
C (-1.746, 2.065, -5.946)  -1.139
C (-2.267, 0.707, -5.526)  -0.026
O (-1.425, 0.091, -4.540)  -0.379
C (-1.544, 0.575, -3.307)  0.689
O (-2.290, 1.447, -2.951)  -0.604
O (-0.693, -0.090, -2.519)  -0.220
C (-0.680, 0.369, -1.169)  -0.284
H (-0.713, 1.987, -6.287)  0.318
H (-2.356, 2.470, -6.755)  0.384
H (-1.768, 2.769, -5.115)  0.297
H (-2.261, 0.026, -6.375)  0.336
H (-3.291, 0.765, -5.155)  0.142
H (-1.688, 0.356, -0.755)  0.249
H (-0.263, 1.374, -1.112)  0.372
H (-0.051, -0.311, -0.599)  -0.187
C (-5.325, 3.997, 5.900)  -1.180
C (-5.809, 2.630, 6.333)  -0.028
O (-5.043, 2.116, 7.433)  -0.292
C (-5.319, 2.647, 8.623)  0.735
O (-6.154, 3.482, 8.851)  -0.549
O (-4.515, 2.082, 9.523)  -0.338
C (-4.654, 2.608, 10.845)  -0.646
H (-4.257, 3.969, 5.678)  0.295
H (-5.862, 4.325, 5.010)  0.359
H (-5.479, 4.735, 6.686)  0.352
H (-5.669, 1.919, 5.520)  0.150
H (-6.870, 2.642, 6.584)  0.331
H (-5.689, 2.563, 11.177)  0.298
H (-4.293, 3.635, 10.881)  0.292
H (-4.040, 1.988, 11.491)  0.223
C (-6.554, 2.001, -4.364)  -1.250
C (-5.754, 2.544, -3.198)  0.319
O (-6.349, 2.209, -1.937)  -0.397
C (-6.167, 0.947, -1.543)  0.800
O (-5.542, 0.108, -2.139)  -0.564
O (-6.767, 0.783, -0.368)  -0.356
C (-6.677, -0.559, 0.140)  -0.510
H (-7.590, 2.336, -4.303)  0.363
H (-6.126, 2.343, -5.307)  0.382
H (-6.558, 0.912, -4.363)  0.308
H (-5.741, 3.632, -3.231)  0.304
H (-4.720, 2.198, -3.225)  -0.070
H (-5.649, -0.891, 0.180)  0.230
H (-7.273, -1.232, -0.477)  0.316
H (-7.078, -0.550, 1.148)  0.188
C (8.705, -2.417, -2.327)  -1.211
C (8.250, -1.326, -3.272)  0.107
O (8.664, -0.025, -2.823)  -0.375
C (9.946, 0.269, -3.018)  0.754
O (10.766, -0.432, -3.550)  -0.556
O (10.169, 1.491, -2.530)  -0.358
C (11.532, 1.914, -2.611)  -0.648
H (8.362, -2.207, -1.313)  0.313
H (8.306, -3.381, -2.643)  0.327
H (9.792, -2.487, -2.300)  0.392
H (7.163, -1.301, -3.300)  0.172
H (8.606, -1.502, -4.288)  0.281
H (11.906, 1.835, -3.629)  0.299
H (12.150, 1.322, -1.938)  0.293
H (11.553, 2.954, -2.298)  0.225

Calculated values
**E_HOMO**: -9.10 eV
**Strongest force on any atom**: 0.046 hartree/bohr
**LUMO level**: -0.9 eV
**Charge**: 0
**HOMO-LUMO gap**: 8.22 eV
**SMILES**: Cc1cnc2ccc(P(=N)(O)O)c(S)c2n1.CCOC(=O)OC.CCOC(=O)OC.CCOC(=O)OC.CCOC(=O)OC.CCOC(=O)OC
**DFT total energy**: -3318.0370 a.u.

- Which formula does entry 1 have?
  C58H43Cl4N2O7S4W

- Number 2 is which compound?
  C29H50N3O17PS

- What is the strongest force on any atom in the second record?
  0.046 hartree/bohr

- Which value of DFT total energy does entry 2 give?
  -3318.0370 a.u.